ORCA calculation (ωB97M-V/def2-TZVPD) on a molecular structure, F4InN4O14S4.

## Properties
* LUMO level: -4.42 eV
* net charge: -1
* 2S+1: 1

Each line ends with the natural charge from an NBO analysis.
Element x y z (Å)
In: 13.3865 1.7822 -23.4933  1.635
N: 13.3222 1.2657 -26.1865  -1.220
S: 14.5081 0.7618 -27.1137  2.453
O: 14.9075 1.6847 -28.1221  -0.872
O: 14.6534 -0.6368 -27.2970  -0.870
F: 15.6570 1.0298 -25.9847  -0.529
S: 12.0821 1.0441 -27.2326  2.445
O: 11.9740 -0.2017 -27.8951  -0.861
O: 11.5958 2.2295 -27.8391  -0.879
F: 10.9440 0.8340 -26.1168  -0.518
N: 11.1249 2.3895 -22.1391  -1.244
S: 10.8338 3.2214 -20.7142  2.474
O: 10.2394 2.4727 -19.6669  -0.873
O: 10.4467 4.5566 -20.9727  -0.877
F: 12.3670 3.2923 -20.3063  -0.500
S: 9.6450 1.9072 -22.4762  2.471
O: 8.6217 2.8806 -22.3315  -0.871
O: 9.3943 0.5310 -22.2536  -0.885
F: 9.8640 1.9440 -24.0807  -0.521
N: 14.6939 -0.5045 -20.8053  0.708
O: 13.6940 -0.1247 -21.4773  -0.450
O: 14.5430 -1.2838 -19.8918  -0.345
O: 15.8169 -0.1077 -21.1047  -0.404
N: 16.5574 3.8907 -24.1081  0.710
O: 16.9038 5.0050 -24.4149  -0.336
O: 17.2974 3.1110 -23.5149  -0.388
O: 15.3785 3.4996 -24.3696  -0.457

---

ORCA calculation (ωB97M-V/def2-TZVPD) on 3 unconnected molecules or ions with the total composition C32H25F4O7PS.

## Properties
* LUMO level: -1.09 eV
* SMILES string: CCOC[PH2](F)S(=O)(=O)C(F)(F)F.O=C1c2ccccc2C(=O)c2ccccc21.O=C1c2ccccc2C(=O)c2ccccc21
* 2S+1: 1

Each line ends with the natural charge from an NBO analysis.
Element x y z (Å)
C: 2.7675 -3.6323 -3.1077  -0.618
C: 3.6795 -3.3488 -1.9405  -0.065
O: 4.8490 -4.1721 -2.0605  -0.532
C: 6.0696 -3.5363 -1.8879  -0.312
P: 6.9332 -3.4365 -3.5371  1.053
F: 7.3958 -5.0199 -3.4513  -0.620
S: 6.3368 -1.3031 -3.7615  1.684
O: 4.9076 -1.2532 -3.9427  -0.947
O: 6.8809 -0.5362 -2.6706  -0.937
C: 7.0597 -0.5636 -5.3471  0.745
F: 7.9107 -1.4355 -5.9160  -0.326
F: 6.0665 -0.3011 -6.2104  -0.302
F: 7.7079 0.5645 -5.0492  -0.298
H: 2.5697 -4.6952 -3.0975  0.212
H: 1.8482 -3.0772 -3.0082  0.214
H: 3.2855 -3.4166 -4.0299  0.213
H: 3.9329 -2.2984 -1.9083  0.188
H: 3.1807 -3.6328 -1.0231  0.181
H: 6.7129 -4.1792 -1.3044  0.227
H: 6.0107 -2.5772 -1.3891  0.222
H: 6.1771 -3.7620 -4.6643  0.012
H: 8.2838 -3.0907 -3.6409  0.007
O: -4.9594 -0.6187 0.8361  -0.546
C: -3.9730 -1.2755 0.5693  0.560
C: -3.1461 -0.9590 -0.6261  -0.159
C: -3.5026 0.1151 -1.4308  -0.152
C: -2.7239 0.4457 -2.5255  -0.183
C: -1.5852 -0.2950 -2.8218  -0.207
C: -1.2320 -1.3736 -2.0297  -0.114
C: -2.0103 -1.7124 -0.9323  -0.068
C: -1.6201 -2.8836 -0.0991  0.505
O: -0.6657 -3.5711 -0.3950  -0.529
C: -2.4344 -3.1837 1.1130  -0.049
C: -2.0687 -4.2463 1.9278  -0.186
C: -2.7976 -4.5225 3.0713  -0.187
C: -3.8959 -3.7380 3.4065  -0.192
C: -4.2713 -2.6845 2.5921  -0.156
C: -3.5460 -2.4046 1.4415  -0.147
H: -4.3858 0.6909 -1.1928  0.238
H: -2.9995 1.2863 -3.1472  0.222
H: -0.9716 -0.0278 -3.6714  0.221
H: -0.3498 -1.9546 -2.2564  0.220
H: -1.2120 -4.8495 1.6635  0.240
H: -2.5095 -5.3493 3.7063  0.220
H: -4.4600 -3.9522 4.3041  0.219
H: -5.1277 -2.0756 2.8445  0.234
O: -2.7287 5.7497 5.0943  -0.526
C: -2.5184 5.1826 4.0430  0.555
C: -1.4971 5.6980 3.0864  -0.153
C: -0.7658 6.8292 3.4229  -0.155
C: 0.2063 7.3048 2.5607  -0.193
C: 0.4536 6.6520 1.3577  -0.194
C: -0.2803 5.5313 1.0116  -0.176
C: -1.2602 5.0522 1.8709  -0.056
C: -2.0519 3.8533 1.4735  0.523
O: -1.8812 3.3232 0.3955  -0.531
C: -3.0557 3.3254 2.4392  -0.064
C: -3.7801 2.1897 2.1058  -0.177
C: -4.7001 1.6681 2.9973  -0.192
C: -4.9018 2.2824 4.2295  -0.194
C: -4.1899 3.4216 4.5646  -0.155
C: -3.2667 3.9497 3.6714  -0.154
H: -0.9606 7.3291 4.3609  0.238
H: 0.7766 8.1848 2.8257  0.218
H: 1.2203 7.0205 0.6896  0.219
H: -0.0972 5.0221 0.0763  0.237
H: -3.6199 1.7150 1.1483  0.237
H: -5.2578 0.7828 2.7280  0.237
H: -5.6171 1.8703 4.9286  0.216
H: -4.3445 3.9053 5.5185  0.237

---

ORCA calculation (ωB97M-V/def2-TZVPD) on 2 unconnected molecules or ions with the total composition CHBrN2.

## Properties
* LUMO level (alpha / beta): -2.76 / -1.24 eV
* 2S+1: 1

Each line ends with the natural charge from an NBO analysis.
Element x y z (Å)
C: -0.4862 -0.4146 -0.5962  0.321
N: -0.4170 -1.0425 -1.5519  -0.263
N: -0.1501 0.0324 0.6217  -0.513
Br: -0.7317 1.6755 1.2752  0.301
H: 1.7850 -0.2508 0.2512  0.155

---

ORCA calculation (ωB97M-V/def2-TZVPD) on a molecular structure, C39H33BCsN12O4.

## Properties
* LUMO level (alpha / beta): 2.80 / 1.47 eV
* net charge: -2
* 2S+1: 2

Each line ends with the Mulliken spin population.
Element x y z (Å)
Cs: -1.8259 -0.4558 -0.2359  -0.002
O: -4.7229 -2.4174 -2.0828  0.000
C: -4.4735 -1.3343 -1.5241  0.000
O: -4.2364 -1.1229 -0.3051  0.000
C: -4.4454 -0.1082 -2.4568  0.000
C: -5.4227 0.0224 -3.4398  0.000
C: -5.3902 1.1363 -4.2611  0.000
C: -4.3662 2.0591 -4.1149  0.000
C: -3.3972 1.8381 -3.1433  0.001
N: -3.4582 0.7847 -2.3233  -0.001
C: -2.1825 2.7719 -3.0299  -0.002
O: -2.3152 3.8926 -3.5625  -0.001
O: -1.1740 2.3067 -2.4420  0.004
H: -6.1716 -0.7511 -3.5424  0.000
H: -6.1517 1.2770 -5.0217  0.000
H: -4.2818 2.9460 -4.7272  0.000
C: 3.4961 -1.3035 1.6503  0.006
C: 2.5369 -0.1856 1.3769  0.001
C: 2.2307 0.4120 0.1430  0.004
C: 1.2588 1.3406 0.4430  0.003
N: 1.0266 1.2773 1.7727  -0.001
N: 1.8184 0.3441 2.3545  0.000
B: 0.0503 2.1307 2.6236  0.000
N: -0.8325 2.9748 1.7063  0.000
C: -0.4904 4.0425 0.9511  0.000
C: -1.5625 4.3773 0.1676  0.000
C: -2.5636 3.4535 0.5346  0.000
C: -3.9565 3.3401 0.0006  0.000
N: -2.1249 2.6147 1.4580  0.000
N: -0.8220 1.1991 3.4910  0.002
C: -1.5621 1.6040 4.5356  0.000
C: -2.3343 0.5415 4.9503  0.000
C: -1.9933 -0.4947 4.0587  0.000
C: -2.5313 -1.8912 3.9945  0.000
N: -1.0783 -0.0925 3.1897  -0.001
N: 0.8547 3.0572 3.5992  0.000
C: 1.8563 2.6605 4.4072  0.000
C: 2.2205 3.7354 5.1908  0.000
C: 1.3532 4.7672 4.7852  0.000
C: 1.2908 6.1819 5.2740  0.000
N: 0.5272 4.3484 3.8387  0.000
H: 3.8484 -1.7393 0.7122  -0.003
H: 3.0157 -2.0918 2.2332  0.000
H: 4.3707 -0.9623 2.2101  0.000
H: 2.6204 0.1688 -0.8320  -0.005
H: 0.7100 2.0101 -0.2042  -0.003
H: 0.4976 4.4684 1.0185  0.000
H: -1.6085 5.1207 -0.6108  0.000
H: -3.9963 3.7008 -1.0282  0.000
H: -4.6608 3.9285 0.5961  0.000
H: -4.2847 2.3004 0.0134  0.000
H: -1.4946 2.6207 4.8902  0.000
H: -3.0485 0.5170 5.7576  0.000
H: -3.1821 -2.0925 4.8468  0.000
H: -1.7216 -2.6247 4.0063  0.000
H: -3.1182 -2.0479 3.0861  0.000
H: 2.2227 1.6482 4.3532  0.000
H: 2.9915 3.7706 5.9442  0.000
H: 1.8615 6.2948 6.1976  0.000
H: 0.2596 6.4802 5.4674  0.000
H: 1.7011 6.8778 4.5386  0.000
N: 6.4433 -7.2664 -4.9711  -0.003
C: 5.6643 -6.5555 -4.5132  0.001
C: 4.6860 -5.6615 -3.9382  -0.005
C: 4.9338 -5.0617 -2.7066  0.006
C: 3.9914 -4.2084 -2.1590  -0.017
C: 2.7994 -3.9420 -2.8296  -0.062
C: 2.5637 -4.5464 -4.0622  -0.010
C: 3.4984 -5.4034 -4.6175  0.006
C: 1.7926 -3.0178 -2.2281  0.125
C: 1.2087 -3.4096 -1.0193  0.216
C: 1.3983 -4.6910 -0.3253  -0.037
C: 0.6419 -4.6201 0.7860  0.147
C: 0.0140 -3.2828 0.7537  0.137
N: 0.3425 -2.6045 -0.2955  -0.045
C: 1.5208 -1.8214 -2.9011  0.255
C: 2.2042 -1.3369 -4.1122  -0.057
C: 1.6659 -0.1357 -4.3735  0.156
C: 0.6425 0.1018 -3.3190  0.105
N: 0.5834 -0.8870 -2.4810  -0.070
H: 5.8617 -5.2625 -2.1880  0.000
H: 4.1769 -3.7339 -1.2034  -0.004
H: 1.6362 -4.3421 -4.5817  -0.002
H: 3.3131 -5.8757 -5.5728  0.000
H: 2.0027 -5.5171 -0.6630  -0.006
H: 0.5070 -5.3735 1.5465  -0.002
H: -0.6413 -2.8550 1.5060  0.071
H: 2.9936 -1.8403 -4.6469  -0.009
H: 1.9172 0.5418 -5.1751  -0.001
H: 0.0008 0.9796 -3.1891  0.102

---

ORCA calculation (ωB97M-V/def2-TZVPD) on C3H5NO2 in the gas phase.

## Properties
* LUMO level: 0.86 eV
* SMILES string: NC(=O)[C@H]1CO1
* 2S+1: 1

Each line ends with the natural charge from an NBO analysis.
Element x y z (Å)
N: 1.3313 -0.6999 0.7862  -0.816
C: 0.8106 -0.6772 -0.4642  0.626
O: 0.9884 -1.5429 -1.3035  -0.592
C: -0.0656 0.5389 -0.7418  -0.125
C: -1.4475 0.4627 -0.2753  -0.107
O: -0.6779 1.2575 0.5983  -0.540
H: 1.0439 -0.0159 1.4691  0.415
H: 1.8863 -1.4937 1.0638  0.406
H: 0.1093 1.6581 -0.5695  0.340
H: -2.2422 0.9420 -0.8374  0.191
H: -1.7366 -0.4295 0.2743  0.200

---

ORCA calculation (ωB97M-V/def2-TZVPD) on 2 unconnected molecules or ions with the total composition C3H7Cl3Si.

## Properties
* LUMO level: 0.59 eV
* 2S+1: 1

Each line ends with the natural charge from an NBO analysis.
Element x y z (Å)
C: 1.6185 -0.9910 -0.0606  -1.145
C: 0.1984 1.8209 0.6823  -1.141
C: -1.9025 -0.8524 -0.2612  -0.534
Si: 0.3249 0.3220 -0.4659  1.535
Cl: -2.2064 -1.0824 1.4638  -0.057
Cl: -1.8042 -2.4010 -1.0882  -0.042
Cl: 0.3025 0.8506 -2.4111  -0.364
H: 1.3059 -1.5917 0.7894  0.263
H: 1.7744 -1.6633 -0.9028  0.262
H: 2.5800 -0.5393 0.1850  0.250
H: -0.8299 2.1425 0.8068  0.261
H: 0.5935 1.5990 1.6683  0.253
H: 0.7622 2.6597 0.2749  0.252
H: -2.7172 -0.2736 -0.6806  0.205

---

ORCA calculation (ωB97M-V/def2-TZVPD) on C2H3F2I in the gas phase.

## Properties
* LUMO level: 0.42 eV
* SMILES string: FC[C@@H](F)I
* 2S+1: 1

Each line ends with the natural charge from an NBO analysis.
Element x y z (Å)
F: 0.5257 1.4376 -0.4022  -0.348
C: 0.0802 0.4425 0.3514  0.015
C: -0.9886 -0.3917 -0.4957  0.034
F: -0.7095 -1.6685 -0.1411  -0.360
I: -2.9891 0.0924 0.0001  0.073
H: 0.8767 -0.3413 0.4758  0.185
H: -0.3891 0.9735 1.1889  0.186
H: -0.9618 -0.3299 -1.6747  0.214

---

ORCA calculation (ωB97M-V/def2-TZVPD) on a molecular structure, C19H31EuN2P.

## Properties
* LUMO level (alpha / beta): -0.74 / -0.73 eV
* 2S+1: 8

Each line ends with the Mulliken spin population.
Element x y z (Å)
C: -2.3919 0.7095 -3.4076  0.001
C: -2.1516 -0.5148 -2.7862  -0.002
C: -1.2983 -0.6042 -1.6569  -0.053
C: -0.7851 0.5727 -1.1032  -0.007
C: -0.9929 1.7881 -1.7391  0.006
C: -1.7971 1.8577 -2.8973  0.004
C: -1.1652 -1.9862 -1.0485  0.000
C: 0.2101 -2.7343 -1.1969  0.000
N: 1.4783 -2.0588 -1.2042  0.000
Eu: -0.3755 1.3693 1.4784  7.062
C: -0.2735 3.0401 -1.2678  0.002
P: 1.4232 2.7043 -0.6290  -0.003
H: -2.5983 -1.4286 -3.1957  0.000
H: -1.9761 2.8400 -3.3392  0.000
H: -3.0021 0.7578 -4.3097  0.000
H: -0.8648 3.5415 -0.4833  0.003
H: -0.1668 3.7556 -2.0924  -0.001
H: -1.4404 -2.0069 0.0252  0.003
H: -1.8773 -2.6592 -1.5677  0.000
H: 0.2541 -3.3969 -0.3278  0.000
C: 1.8390 4.3067 0.1095  0.001
C: 2.3308 2.7237 -2.2211  -0.001
H: 0.1566 -3.3596 -2.1029  0.000
C: 1.9106 -1.1945 -2.2707  0.000
C: 2.4204 -2.2678 -0.1293  0.001
H: 0.8382 2.3614 3.2506  0.008
H: 2.5172 -1.7331 -3.0228  0.000
H: 1.0649 -0.7082 -2.7761  0.000
H: 2.5408 -0.3913 -1.8528  0.000
H: 3.2093 -2.9717 -0.4182  0.000
H: 2.8960 -1.3206 0.1430  0.000
H: 1.9213 -2.6474 0.7630  0.000
H: 2.3443 3.7266 -2.6669  -0.001
H: 3.3617 2.3941 -2.0420  0.000
H: 1.8819 2.0199 -2.9338  0.000
H: 1.9469 5.0897 -0.6441  0.001
H: 1.0764 4.6013 0.8367  -0.001
H: 2.7840 4.1910 0.6492  0.000
H: 1.4686 2.1450 2.9112  0.004
C: -2.9197 -0.1231 1.8174  0.004
C: -2.1265 -1.0218 2.6847  -0.011
C: -2.5616 -2.1125 3.4943  -0.001
C: -1.3930 -2.6654 4.0740  -0.001
C: -0.2968 -1.8730 3.5898  0.001
C: 1.1447 -2.0512 3.8427  -0.001
N: -0.7669 -0.8457 2.7956  -0.012
H: -3.9753 -0.1325 2.1113  0.000
H: -2.8910 -0.4203 0.7539  0.000
H: -2.6172 0.9576 1.8947  -0.002
H: -3.6078 -2.4145 3.6196  0.000
H: -1.3024 -3.5029 4.7571  0.000
H: 1.3355 -2.2434 4.9129  0.000
H: 1.5533 -2.9102 3.2789  0.000
H: 1.7071 -1.1528 3.5392  0.001

---

ORCA calculation (ωB97M-V/def2-TZVPD) on C23H24N2O7 in the gas phase.

## Properties
* LUMO level: 0.05 eV
* SMILES string: CCOC(=O)c1c(C)[nH]c(C(=O)COC(=O)/C=C/c2ccc(OCC#N)c(OC)c2)c1C
* 2S+1: 1

Each line ends with the natural charge from an NBO analysis.
Element x y z (Å)
C: -9.4418 2.2871 -0.7588  -0.634
C: -9.3662 0.9839 0.0247  -0.074
O: -8.0406 0.7229 0.4795  -0.521
C: -7.2015 0.1460 -0.4033  0.798
O: -7.5476 -0.1712 -1.5184  -0.620
C: -5.8671 -0.0472 0.1625  -0.286
C: -5.4619 0.2848 1.4614  0.272
C: -6.2102 0.8969 2.5848  -0.646
N: -4.1762 -0.0581 1.5757  -0.457
C: -3.6978 -0.5970 0.4009  -0.063
C: -2.3087 -0.9980 0.3931  0.543
O: -1.6230 -0.9160 1.3958  -0.570
C: -1.7301 -1.5181 -0.9202  -0.172
O: -0.3269 -1.6451 -0.8208  -0.493
C: 0.3419 -0.4744 -0.7309  0.772
O: -0.1959 0.6002 -0.8580  -0.608
C: 1.7694 -0.7023 -0.5007  -0.325
C: 2.6099 0.3354 -0.3864  -0.084
C: 4.0354 0.2987 -0.1481  -0.108
C: 4.7391 1.4963 -0.0648  -0.166
C: 6.1042 1.5071 0.1658  -0.291
C: 6.7975 0.3195 0.3196  0.251
O: 8.1372 0.2090 0.5582  -0.460
C: 8.8880 1.3793 0.7803  -0.172
C: 9.0312 2.2136 -0.4011  0.236
N: 9.1408 2.8633 -1.3342  -0.282
C: 6.1020 -0.9095 0.2337  0.341
O: 6.8666 -2.0217 0.3967  -0.493
C: 6.2447 -3.2801 0.3030  -0.253
C: 4.7417 -0.9029 0.0024  -0.276
C: -4.7485 -0.6055 -0.5107  0.070
C: -4.7358 -1.0953 -1.9135  -0.664
H: -10.4724 2.4856 -1.0388  0.216
H: -9.0711 3.1124 -0.1554  0.207
H: -8.8399 2.2104 -1.6608  0.225
H: -9.9727 1.0342 0.9318  0.186
H: -9.6993 0.1494 -0.6014  0.201
H: -6.5875 1.8763 2.2977  0.241
H: -5.5660 1.0009 3.4551  0.214
H: -7.0710 0.2840 2.8448  0.241
H: -3.5784 0.0567 2.3817  0.437
H: -1.9896 -0.8261 -1.7281  0.220
H: -2.1160 -2.5160 -1.1371  0.218
H: 2.0659 -1.7355 -0.4220  0.212
H: 2.1750 1.3234 -0.4818  0.226
H: 4.2171 2.4330 -0.1840  0.217
H: 6.6190 2.4546 0.2064  0.227
H: 8.4604 1.9867 1.5942  0.221
H: 9.8832 1.0301 1.0796  0.245
H: 7.0388 -4.0098 0.4522  0.204
H: 5.4824 -3.4114 1.0779  0.177
H: 5.7934 -3.4333 -0.6826  0.178
H: 4.2032 -1.8327 -0.0621  0.219
H: -4.3598 -2.1152 -1.9661  0.216
H: -5.7432 -1.0635 -2.3162  0.267
H: -4.0968 -0.4652 -2.5313  0.224

---

Number 1: total energy -93997.899 eV. Number 2: total energy -78915.902 eV. Number 3: total energy -74069.941 eV. Number 4: total energy -68278.744 eV. Number 5: total energy -8774.033 eV. Number 6: total energy -48670.400 eV. Number 7: total energy -15657.188 eV. Number 8: total energy -51799.822 eV. Number 9: total energy -41552.641 eV.